{
  "formula": "C16H21NO3",
  "method": "the ωB97M-V functional and the def2-TZVPD basis",
  "e_tot_ev": -24566.6536,
  "smiles": "CCCCOc1ccc(C[C@H]2CCC(=O)NC2=O)cc1",
  "charge": 0,
  "max_force_ev_per_a": 0.75,
  "homo_energy_ev": -8.3,
  "e_lumo_ha": 0.0253,
  "orbital_gap_ev": 8.98,
  "symbols": ["C", "C", "C", "C", "O", "C", "C", "C", "C", "C", "C", "C", "C", "C", "O", "N", "C", "O", "C", "C", "H", "H", "H", "H", "H", "H", "H", "H", "H", "H", "H", "H", "H", "H", "H", "H", "H", "H", "H", "H", "H"],
  "coordinates": [[5.7815, 2.1540, 1.8202], [6.0466, 0.8939, 1.0047], [5.8320, 1.0939, -0.4963], [4.3587, 1.2169, -0.8755], [3.7316, -0.0160, -0.5891], [2.4020, -0.1529, -0.8364], [1.5810, 0.8329, -1.3726], [0.2385, 0.5693, -1.5849], [-0.3171, -0.6628, -1.2749], [-1.7827, -0.9103, -1.5092], [-2.6591, -0.2028, -0.4608], [-4.0883, 0.0389, -0.9479], [-4.8594, 0.8318, 0.0988], [-4.8346, 0.1588, 1.4489], [-5.6712, 0.3171, 2.3016], [-3.7592, -0.6757, 1.6679], [-2.6997, -0.9888, 0.8328], [-1.9031, -1.8266, 1.1662], [0.5095, -1.6425, -0.7383], [1.8472, -1.3944, -0.5209], [6.0061, 1.9762, 2.8692], [4.7406, 2.4587, 1.7475], [6.4059, 2.9741, 1.4704], [5.3934, 0.0895, 1.3452], [7.0795, 0.5791, 1.1677], [6.3536, 1.9925, -0.8315], [6.2433, 0.2372, -1.0328], [4.2712, 1.4441, -1.9480], [3.8813, 2.0271, -0.3091], [1.9722, 1.8042, -1.6328], [-0.3831, 1.3455, -2.0110], [-2.0579, -0.5322, -2.4968], [-1.9856, -1.9814, -1.4817], [-2.2006, 0.7660, -0.2224], [-4.0709, 0.5911, -1.8891], [-4.5807, -0.9192, -1.1305], [-5.9018, 0.9770, -0.1884], [-4.4131, 1.8234, 0.2229], [-3.7661, -1.1684, 2.5572], [0.0956, -2.6037, -0.4777], [2.4928, -2.1512, -0.1042]],
  "atomic_forces_ev_per_a": [[0.0, -0.2, -0.1], [0.0, 0.2, -0.1], [-0.4, -0.2, 0.2], [0.3, 0.3, -0.2], [0.0, -0.2, 0.1], [-0.2, -0.1, 0.0], [0.4, 0.2, 0.0], [-0.1, -0.2, 0.0], [0.0, 0.0, -0.2], [0.0, 0.2, 0.3], [0.0, -0.3, -0.4], [0.1, 0.2, 0.2], [-0.2, -0.1, -0.1], [-0.1, 0.3, -0.3], [-0.2, 0.0, 0.1], [0.1, -0.4, 0.6], [-0.1, 0.3, -0.2], [0.2, -0.2, 0.0], [0.1, 0.1, 0.0], [0.2, 0.1, 0.0], [0.0, 0.1, 0.1], [-0.1, 0.1, 0.0], [0.0, 0.1, 0.0], [0.1, -0.1, 0.0], [0.0, -0.1, 0.0], [0.0, 0.0, -0.1], [0.0, 0.0, -0.1], [-0.1, 0.0, 0.1], [0.0, -0.1, -0.1], [0.1, 0.1, 0.0], [-0.1, 0.1, -0.1], [-0.1, 0.0, 0.0], [0.0, 0.0, -0.1], [-0.1, 0.0, 0.0], [0.0, -0.1, 0.0], [0.0, 0.0, -0.1], [0.1, 0.0, 0.1], [0.0, 0.0, 0.0], [0.0, 0.1, -0.2], [-0.1, -0.1, 0.0], [0.1, -0.1, 0.1]]
}

---

{
  "formula": "C5H12N3",
  "method": "the ωB97M-V functional and the def2-TZVPD basis",
  "e_tot_ev": -9841.7626,
  "smiles": "[H]/N=C/N[C@@H](C)/C=[NH+]/C",
  "charge": 1,
  "max_force_ev_per_a": 4.13,
  "homo_energy_ev": -13.6,
  "e_lumo_ha": -0.1500,
  "orbital_gap_ev": 9.56,
  "symbols": ["H", "N", "C", "N", "C", "C", "C", "N", "C", "H", "H", "H", "H", "H", "H", "H", "H", "H", "H", "H"],
  "coordinates": [[2.4428, 1.7939, 0.4915], [1.5890, 1.3530, 0.2097], [1.6522, 1.0982, -1.0319], [0.7007, 0.2716, -1.7008], [-0.5163, -0.2344, -0.9815], [-0.9170, -1.5713, -1.5397], [-0.2221, -0.3434, 0.4035], [-0.7936, 0.3094, 1.3716], [-0.3399, 0.2214, 2.7089], [2.3275, 1.4132, -1.7500], [0.3921, 0.6321, -2.6853], [-1.2520, 0.5346, -1.1654], [-1.1381, -1.4337, -2.6796], [-1.8576, -1.9143, -0.9886], [-0.2911, -2.4800, -1.3027], [0.3972, -1.2574, 0.6939], [-1.5660, 0.9648, 1.0539], [0.1259, 1.2246, 2.8522], [-1.2764, -0.1083, 3.3390], [0.5427, -0.4741, 2.7014]],
  "atomic_forces_ev_per_a": [[0.4, 0.5, 0.4], [0.1, -0.9, -0.7], [-3.2, -1.5, -0.1], [-0.3, 1.2, -1.1], [1.1, 1.1, -2.3], [-2.1, -1.7, -0.8], [0.6, -1.3, 3.5], [-1.5, -0.6, -3.8], [-0.3, -0.2, 1.3], [1.8, 0.9, -1.0], [1.2, -1.0, 2.4], [-0.8, 0.0, 0.2], [0.4, -0.7, 2.2], [0.6, 0.7, -1.1], [0.2, 1.5, -0.6], [-0.3, 1.7, -0.2], [1.4, -0.7, 1.0], [-0.7, -0.6, 0.9], [2.4, 0.9, -0.6], [-1.2, 0.3, 0.4]]
}

---

{
  "formula": "C4H7N3O",
  "method": "the ωB97M-V functional and the def2-TZVPD basis",
  "e_tot_ev": -10771.2794,
  "charge": 0,
  "max_force_ev_per_a": 7.30,
  "homo_energy_ev": -8.2,
  "e_lumo_ha": 0.0262,
  "orbital_gap_ev": 8.93,
  "symbols": ["C", "C", "C", "C", "H", "H", "H", "H", "H", "H", "H", "N", "N", "N", "O"],
  "coordinates": [[-0.7016, -0.1464, 0.0997], [0.0302, -0.6722, 1.5294], [0.0275, 0.7968, 1.1081], [0.2072, -0.0519, -1.1043], [-2.7734, -0.1173, -0.6764], [-2.4007, -1.6483, 0.7164], [1.2647, -0.9663, 1.3234], [-0.6483, -1.1207, 2.2330], [-0.6060, 1.2579, 1.8289], [2.3874, 0.6712, -0.7477], [0.6915, -0.6391, -2.9224], [-2.0909, -0.4167, 0.0996], [1.4054, 0.2336, -0.3518], [0.0110, -0.7847, -2.0842], [1.1783, 1.2224, 0.6003]],
  "atomic_forces_ev_per_a": [[0.6, -0.1, 2.0], [3.9, 0.5, -4.2], [-4.5, -3.1, 2.4], [0.7, -2.3, 4.4], [2.0, -1.0, 1.6], [1.2, 5.0, -3.1], [-4.2, -0.2, 1.0], [0.0, 0.2, 0.2], [0.2, 2.0, -0.1], [-3.4, -1.9, 0.2], [-1.0, -0.5, 2.1], [-2.4, -3.3, 1.7], [5.5, 2.6, -4.0], [0.8, 0.7, -4.7], [0.6, 1.7, 0.4]]
}

---

{
  "formula": "C17H40NP3SeYb",
  "method": "the ωB97M-V functional and the def2-TZVPD basis",
  "e_tot_ev": -144481.9795,
  "s2": 0.76,
  "charge": 3,
  "max_force_ev_per_a": 2.87,
  "multiplicity": 2,
  "homo_energy_ev": [-16.0, -16.0],
  "e_lumo_ha": [-0.3423, -0.4242],
  "orbital_gap_ev": [6.67, 4.44],
  "symbols": ["Yb", "P", "P", "P", "H", "C", "C", "H", "C", "C", "C", "C", "C", "C", "C", "C", "C", "H", "H", "H", "H", "H", "H", "H", "H", "H", "H", "H", "H", "H", "H", "H", "H", "H", "H", "H", "H", "H", "H", "H", "H", "H", "H", "H", "H", "H", "C", "C", "C", "C", "C", "C", "Se", "H", "H", "H", "H", "H", "H", "N", "H", "H", "H"],
  "coordinates": [[1.1840, 2.9638, 0.0443], [0.8853, 1.4159, 2.3313], [1.0512, -2.5290, 1.6387], [-1.5594, -0.7628, 0.6353], [1.3059, 4.5030, -3.3374], [0.5135, 4.4392, -2.5879], [0.1952, 3.3048, -1.9100], [0.8541, 2.3987, -2.0232], [2.5152, 2.1944, 2.7117], [0.6892, 0.3818, 3.8006], [-0.2130, 2.8147, 2.7609], [1.2287, -3.9784, 0.5276], [2.7746, -2.5237, 2.2916], [0.2046, -3.3831, 3.0368], [-2.4542, 0.4145, -0.4438], [-2.5075, -0.4475, 2.1787], [-2.4373, -2.3416, 0.2842], [-0.1144, 5.3292, -2.5697], [-0.6950, 3.2102, -1.2331], [2.8708, 2.9751, 2.0072], [3.2805, 1.4040, 2.7637], [2.4437, 2.6582, 3.7045], [1.4728, -0.3865, 3.8248], [-0.3018, -0.0881, 3.7870], [0.7791, 1.0258, 4.6848], [-0.0789, 3.7489, 2.1814], [-0.0130, 3.0576, 3.8128], [-1.2625, 2.5024, 2.6717], [1.4747, -4.8727, 1.1209], [2.0271, -3.7759, -0.1959], [0.2903, -4.1142, -0.0190], [2.9632, -3.4316, 2.8828], [2.9235, -1.6404, 2.9232], [3.4709, -2.4899, 1.4441], [0.7499, -4.2974, 3.3139], [-0.8212, -3.6300, 2.7396], [0.1573, -2.7061, 3.8970], [-3.5409, 0.3296, -0.2914], [-2.2029, 0.2368, -1.4961], [-2.1436, 1.4369, -0.1852], [-3.5760, -0.5550, 1.9614], [-2.3060, 0.5661, 2.5445], [-2.2231, -1.1995, 2.9254], [-3.5275, -2.1814, 0.2887], [-2.1772, -3.1089, 1.0302], [-2.1314, -2.7191, -0.6964], [-0.3537, -0.5746, -3.9329], [-0.0191, 0.7507, -4.2407], [-0.8389, 1.5184, -5.0661], [-1.9659, 0.9145, -5.6536], [-2.3084, -0.4212, -5.3607], [-1.4731, -1.1860, -4.5293], [1.0311, -1.3099, -2.7590], [0.1043, -1.9014, -1.7787], [0.9015, 1.1701, -3.8357], [-0.5550, 2.5544, -5.2517], [-2.5862, 1.5008, -6.3305], [-3.2165, -0.8562, -5.7810], [-1.6406, -2.2538, -4.3454], [2.5366, 1.2178, -0.6576], [3.4833, 1.5581, -0.8463], [2.2511, 0.6598, -1.4735], [2.6310, 0.5095, 0.0805]],
  "atomic_forces_ev_per_a": [[1.0, 0.2, 2.7], [0.2, 0.1, -0.1], [0.4, -2.2, 0.7], [-1.7, -1.1, 0.7], [0.1, -0.3, 0.5], [-1.0, -0.9, 0.0], [0.0, 1.0, -2.2], [-1.0, 0.6, -0.5], [0.1, -0.1, 0.3], [-0.1, -0.2, 0.1], [-0.3, 0.1, 0.4], [-0.3, 0.6, -0.7], [0.1, 1.0, -0.2], [-0.6, 0.9, 0.0], [0.6, 0.3, -0.5], [0.8, 0.3, 0.4], [0.6, -0.3, -0.5], [0.0, -0.2, 0.3], [0.3, 0.2, -0.9], [0.0, -0.2, 0.3], [-0.1, 0.3, -0.1], [0.2, 0.0, -0.2], [-0.3, 0.2, 0.1], [0.3, 0.0, 0.1], [0.0, -0.2, -0.1], [-0.1, -0.2, 0.2], [-0.2, 0.3, -0.2], [0.2, 0.2, 0.0], [-0.1, 0.4, -0.2], [-0.2, -0.2, 0.1], [0.2, -0.3, 0.0], [-0.2, 0.2, -0.2], [0.3, -0.3, 0.0], [-0.1, 0.0, 0.3], [-0.1, 0.3, -0.2], [0.2, -0.1, 0.2], [0.0, -0.3, 0.0], [0.4, -0.1, 0.0], [-0.1, 0.1, 0.1], [-0.2, -0.1, 0.0], [0.2, 0.1, 0.0], [-0.2, -0.3, 0.2], [-0.1, 0.3, 0.0], [0.4, 0.0, 0.0], [-0.1, 0.3, -0.2], [-0.2, -0.1, 0.1], [0.4, 0.8, -0.4], [-0.7, 0.0, -0.1], [-0.1, -0.7, -0.2], [0.0, 0.0, 0.4], [0.7, 0.4, 0.2], [0.5, -0.1, 0.6], [-0.8, -0.6, -0.3], [0.1, 0.0, 0.0], [-0.2, 0.0, -0.1], [-0.3, -0.3, -0.2], [0.1, -0.2, 0.2], [0.4, 0.1, 0.0], [-0.2, 0.5, -0.1], [0.8, -0.6, -0.1], [0.0, -0.3, -0.1], [0.0, 0.0, 0.0], [0.0, 0.3, -0.2]]
}

---

{
  "formula": "C7H14P",
  "method": "the ωB97M-V functional and the def2-TZVPD basis",
  "e_tot_ev": -16764.6598,
  "charge": 1,
  "max_force_ev_per_a": 4.61,
  "homo_energy_ev": -12.9,
  "e_lumo_ha": -0.2220,
  "orbital_gap_ev": 6.86,
  "symbols": ["C", "C", "C", "C", "C", "C", "C", "P", "H", "H", "H", "H", "H", "H", "H", "H", "H", "H", "H", "H", "H", "H"],
  "coordinates": [[-1.6180, 0.4043, 1.3743], [-1.0337, -0.2874, 0.2672], [-2.4496, -0.2560, 2.2542], [-0.6210, 0.2795, -0.9269], [-0.8982, -0.4285, -2.2020], [1.9788, -1.2594, -0.8392], [1.9094, 1.2807, 0.7659], [1.4171, 0.4742, -0.9101], [-1.6631, 1.5543, 1.2959], [-0.7506, -1.3379, 0.4290], [-2.4018, -1.3649, 2.3962], [-2.9961, 0.2290, 3.0360], [-0.9666, 1.4101, -0.8858], [-1.8638, -0.5556, -2.5155], [-0.4679, -1.4865, -1.9230], [-0.4328, 0.2048, -3.0112], [3.0061, -1.2110, -0.8472], [1.4247, -1.6558, -1.7000], [1.6256, -1.6447, 0.0186], [1.5332, 0.5648, 1.5353], [1.3471, 2.3264, 0.7093], [2.9539, 1.4644, 0.8025]],
  "atomic_forces_ev_per_a": [[-1.7, 1.3, 0.1], [1.2, -1.1, 1.6], [2.5, -0.8, -0.2], [-1.2, 4.4, 0.5], [3.8, -1.3, 0.1], [-2.4, 2.2, -2.3], [-3.4, 0.3, -1.3], [0.0, 1.3, 0.7], [0.1, -1.9, 0.2], [-0.7, 0.0, -0.1], [-0.2, 1.0, -0.7], [-0.5, 0.6, -0.1], [0.8, -2.0, -0.5], [-2.8, -0.2, 0.0], [-0.7, 1.7, -1.8], [0.2, -1.4, 0.6], [2.4, -0.4, -0.5], [1.1, -0.5, 0.1], [-0.9, -1.9, 3.0], [0.5, 1.1, -0.1], [1.1, -2.3, 0.6], [0.9, 0.0, 0.0]]
}

---

{
  "formula": "C5H4ClOP",
  "method": "the ωB97M-V functional and the def2-TZVPD basis",
  "e_tot_ev": -29102.1297,
  "s2": 2.03,
  "charge": 0,
  "max_force_ev_per_a": 5.28,
  "multiplicity": 3,
  "homo_energy_ev": [-6.5, -9.7],
  "e_lumo_ha": [0.0252, -0.0813],
  "orbital_gap_ev": [7.14, 7.49],
  "symbols": ["C", "C", "C", "C", "C", "O", "P", "Cl", "H", "H", "H", "H"],
  "coordinates": [[0.3896, -0.3635, 0.7965], [1.0375, 2.1202, 0.5365], [-0.3525, -1.5251, 0.7627], [-1.6949, 0.4123, -0.1057], [-0.3097, 0.8208, 0.3096], [1.1077, 3.1433, -0.0343], [-2.0422, -1.2750, 0.3896], [-2.9071, 1.6105, -0.1751], [1.4420, -0.2514, 0.9825], [1.8203, 1.5613, 1.1162], [0.0305, -2.5799, 1.0320], [-1.5704, -1.7211, -0.9394]],
  "atomic_forces_ev_per_a": [[-1.5, 2.9, -1.6], [-2.7, -2.6, -1.6], [1.9, -2.1, 2.0], [0.4, 1.9, 0.8], [4.8, -0.9, 2.0], [0.1, 0.2, 0.5], [-0.8, -1.1, -2.3], [0.0, -0.1, 0.0], [0.2, -0.5, 0.4], [-0.5, 0.7, -0.1], [-0.5, 2.0, -0.4], [-1.4, -0.4, 0.2]]
}

---

{
  "formula": "C4H7NO",
  "method": "the ωB97M-V functional and the def2-TZVPD basis",
  "e_tot_ev": -7797.6188,
  "charge": 0,
  "max_force_ev_per_a": 1.42,
  "homo_energy_ev": -10.8,
  "e_lumo_ha": 0.0276,
  "orbital_gap_ev": 11.57,
  "symbols": ["C", "C", "O", "C", "C", "N", "H", "H", "H", "H", "H", "H", "H"],
  "coordinates": [[-1.0547, -0.8785, -0.2313], [-0.2666, 0.4125, -0.3857], [-1.0464, 1.5600, -0.1214], [0.9621, 0.4539, 0.5297], [2.6406, -1.0280, -0.6038], [1.8683, -0.5952, 0.1759], [-1.9709, -0.8408, -0.8284], [-0.4617, -1.7370, -0.5579], [-1.3237, -1.0400, 0.8215], [0.0817, 0.5001, -1.4220], [-1.6214, 1.3433, 0.6266], [0.6512, 0.4325, 1.5837], [1.5188, 1.3722, 0.3499]],
  "atomic_forces_ev_per_a": [[0.0, 0.0, 0.0], [0.1, -0.2, -0.2], [-0.3, -0.1, 0.3], [-0.1, 0.3, 0.0], [-0.6, -0.1, 1.0], [0.9, -0.2, -1.1], [0.2, 0.0, 0.1], [-0.1, 0.1, 0.1], [0.0, 0.0, -0.1], [-0.1, 0.1, 0.2], [0.1, 0.2, -0.2], [0.2, -0.3, -0.3], [-0.3, 0.2, 0.2]]
}